{"formula": "C40H64F8O31", "method": "the ωB97M-V functional and the def2-TZVPD basis", "lumo_energy_ha": 0.0023, "gap_ev": 9.201, "e_above_lowest_ev": 1.440, "symbols": ["C", "C", "O", "C", "O", "O", "F", "H", "H", "H", "C", "C", "O", "C", "O", "O", "F", "H", "H", "H", "C", "C", "O", "C", "O", "O", "F", "H", "H", "H", "C", "C", "O", "C", "O", "O", "F", "H", "H", "H", "C", "C", "O", "C", "O", "O", "F", "H", "H", "H", "C", "C", "O", "C", "O", "O", "F", "H", "H", "H", "C", "C", "O", "C", "O", "O", "F", "H", "H", "H", "C", "C", "O", "C", "O", "O", "F", "H", "H", "H", "C", "C", "C", "O", "C", "H", "H", "H", "H", "H", "H", "H", "H", "C", "C", "C", "O", "C", "H", "H", "H", "H", "H", "H", "H", "H", "C", "C", "C", "O", "C", "H", "H", "H", "H", "H", "H", "H", "H", "C", "O", "H", "H", "H", "H", "C", "O", "H", "H", "H", "H", "C", "O", "H", "H", "H", "H", "C", "O", "H", "H", "H", "H"], "xyz": [[1.280, 1.810, -3.370], [1.247, 0.378, -3.763], [2.213, -0.218, -2.922], [2.956, 0.770, -2.431], [3.916, 0.542, -1.663], [2.542, 1.987, -2.809], [1.613, 0.257, -5.034], [0.468, 2.085, -2.697], [1.011, 2.476, -4.190], [0.285, -0.115, -3.621], [-1.707, 1.968, 7.569], [-1.641, 0.830, 6.590], [-0.695, -0.039, 7.108], [0.152, 0.699, 7.889], [1.235, 0.302, 8.268], [-0.415, 1.903, 8.140], [-1.214, 1.142, 5.392], [-2.428, 1.610, 8.304], [-1.972, 2.987, 7.287], [-2.567, 0.263, 6.489], [2.518, 3.642, 0.725], [4.004, 3.921, 0.876], [4.364, 3.202, 2.058], [3.290, 2.880, 2.692], [3.218, 2.349, 3.843], [2.201, 3.263, 2.044], [4.128, 5.205, 1.125], [2.260, 2.868, 0.002], [1.888, 4.493, 0.466], [4.661, 3.731, 0.027], [5.818, -1.352, 1.201], [6.838, -0.296, 0.805], [7.898, -1.180, 0.365], [7.350, -2.285, -0.270], [8.004, -3.177, -0.848], [6.064, -2.350, 0.182], [7.387, 0.343, 1.905], [4.796, -0.974, 1.200], [6.156, -1.739, 2.162], [6.434, 0.479, 0.153], [1.570, -0.333, 1.749], [0.449, -1.322, 1.776], [-0.146, -1.141, 0.484], [0.146, 0.059, -0.012], [-0.403, 0.487, -1.019], [1.138, 0.640, 0.712], [-0.429, -1.028, 2.750], [2.460, -0.819, 1.349], [1.611, 0.135, 2.732], [0.897, -2.298, 1.964], [2.665, -4.480, 4.383], [4.110, -4.605, 4.021], [4.577, -3.319, 4.260], [3.541, -2.395, 4.149], [3.625, -1.203, 3.801], [2.409, -3.120, 4.314], [4.154, -4.858, 2.739], [2.571, -4.836, 5.409], [1.967, -4.959, 3.696], [4.606, -5.287, 4.712], [-3.603, -4.393, -0.333], [-4.077, -3.523, -1.515], [-4.738, -2.450, -0.889], [-4.998, -2.655, 0.419], [-5.613, -1.953, 1.154], [-4.505, -3.939, 0.634], [-4.977, -4.236, -2.248], [-2.574, -4.128, -0.089], [-3.716, -5.457, -0.541], [-3.290, -3.260, -2.223], [-2.850, -3.114, -4.884], [-2.367, -2.847, -6.346], [-1.163, -3.609, -6.366], [-1.243, -4.573, -5.425], [-0.394, -5.410, -5.347], [-2.310, -4.409, -4.605], [-2.075, -1.520, -6.545], [-3.926, -2.954, -4.828], [-2.425, -2.367, -4.212], [-3.179, -3.073, -7.037], [2.150, -3.487, -1.189], [1.811, -4.797, -1.835], [2.689, -4.816, -3.085], [3.576, -3.727, -2.956], [3.552, -3.284, -1.597], [1.901, -3.578, -0.132], [1.574, -2.664, -1.614], [0.776, -4.841, -2.172], [1.889, -5.756, -1.324], [2.058, -4.619, -3.952], [3.212, -5.760, -3.234], [3.894, -2.258, -1.469], [4.277, -3.947, -1.125], [-6.659, 3.146, 0.519], [-6.882, 1.677, 0.183], [-5.694, 1.387, -0.693], [-4.754, 2.449, -0.384], [-5.191, 3.216, 0.850], [-7.295, 3.380, 1.373], [-6.857, 3.811, -0.321], [-7.779, 1.478, -0.404], [-7.056, 1.098, 1.089], [-5.977, 1.447, -1.744], [-5.194, 0.462, -0.404], [-4.781, 4.215, 0.702], [-4.938, 2.696, 1.774], [0.637, 6.332, -3.569], [1.912, 5.846, -4.147], [2.669, 5.506, -2.920], [1.711, 5.124, -2.021], [0.426, 5.420, -2.437], [-0.179, 6.185, -4.277], [0.614, 7.354, -3.191], [2.591, 6.530, -4.656], [1.610, 4.927, -4.648], [3.248, 6.357, -2.563], [3.340, 4.686, -3.179], [-0.188, 5.931, -1.696], [-0.230, 4.586, -2.685], [-3.213, 5.080, -4.029], [-2.375, 3.909, -4.017], [-4.003, 4.956, -3.288], [-2.565, 5.912, -3.753], [-3.681, 5.364, -4.972], [-1.984, 3.761, -3.153], [-1.771, 3.701, 0.488], [-2.375, 3.661, -0.795], [-1.205, 2.788, 0.670], [-1.044, 4.497, 0.654], [-2.478, 3.824, 1.308], [-3.112, 3.046, -0.780], [-3.645, 0.125, 3.022], [-2.518, 0.955, 2.836], [-4.372, 0.930, 2.914], [-3.721, -0.727, 2.346], [-3.548, -0.203, 4.057], [-2.391, 1.224, 1.924], [-1.042, -6.000, 2.347], [-0.731, -4.783, 3.122], [-0.395, -6.796, 2.716], [-2.013, -6.392, 2.046], [-0.566, -5.688, 1.418], [-0.771, -4.963, 4.064]]}

***

{"formula": "C4H7NO", "method": "the ωB97M-V functional and the def2-TZVPD basis", "smiles": "C[C@H]1COC=N1", "lumo_energy_ha": 0.0370, "gap_ev": 10.760, "e_above_lowest_ev": 1.251, "symbols": ["C", "C", "C", "O", "C", "N", "H", "H", "H", "H", "H", "H", "H"], "xyz": [[0.922, 1.289, -0.344], [0.408, -0.153, -0.389], [0.101, -0.894, 0.898], [-1.342, -0.699, 1.072], [-1.745, -0.462, -0.211], [-0.878, -0.215, -1.101], [1.040, 1.632, -1.379], [1.906, 1.337, 0.135], [0.250, 1.993, 0.165], [1.179, -0.765, -0.863], [0.773, -0.618, 1.722], [0.200, -1.967, 0.714], [-2.816, -0.478, -0.419]]}

***

{"formula": "C4H10N", "method": "the ωB97M-V functional and the def2-TZVPD basis", "lumo_energy_ha": -0.2044, "gap_ev": 7.893, "e_above_lowest_ev": 3.785, "total_charge": 1, "symbols": ["C", "N", "H", "H", "H", "H", "C", "C", "C", "H", "H", "H", "H", "H", "H"], "xyz": [[2.018, -1.269, 1.012], [1.267, -0.557, 0.302], [1.998, -2.334, 0.741], [2.646, -0.763, 1.844], [0.758, 0.331, 0.440], [1.163, -1.037, -0.661], [-1.332, -0.305, -1.296], [-0.876, 0.976, -0.646], [-1.216, 1.394, 0.653], [-2.437, -0.411, -1.219], [-1.093, -1.193, -0.590], [-0.752, -0.263, -2.206], [-0.023, 1.593, -1.117], [-0.542, 2.144, 1.238], [-2.153, 1.052, 1.072]]}

***

{"formula": "C14H23BrO5S", "method": "the ωB97M-V functional and the def2-TZVPD basis", "smiles": "CC(C)=CCC[C@H](C)CC[C@@H]1OS(=O)(=O)O[C@@H]1CC(=O)Br", "lumo_energy_ha": 0.0018, "gap_ev": 8.900, "e_above_lowest_ev": 0.000, "symbols": ["C", "C", "C", "C", "C", "C", "C", "C", "C", "C", "C", "O", "S", "O", "O", "O", "C", "C", "C", "O", "Br", "H", "H", "H", "H", "H", "H", "H", "H", "H", "H", "H", "H", "H", "H", "H", "H", "H", "H", "H", "H", "H", "H", "H"], "xyz": [[1.755, -2.998, 0.680], [0.327, -2.554, 0.856], [-0.108, -2.249, 2.262], [-0.472, -2.481, -0.202], [-1.881, -1.988, -0.234], [-1.917, -0.603, -0.949], [-2.199, 0.499, 0.079], [-3.719, 0.697, 0.126], [-1.569, 1.866, -0.237], [-0.153, 1.801, -0.776], [0.780, 1.058, 0.134], [0.727, 1.461, 1.513], [1.667, 2.733, 1.740], [0.897, 3.915, 1.745], [2.543, 2.503, 2.823], [2.502, 2.612, 0.372], [2.242, 1.284, -0.196], [2.645, 1.416, -1.649], [2.365, 0.169, -2.431], [1.737, -0.789, -2.021], [3.107, 0.149, -4.241], [2.262, -2.434, -0.092], [1.760, -4.052, 0.429], [2.315, -2.886, 1.601], [-0.418, -3.172, 2.733], [0.716, -1.815, 2.813], [-0.919, -1.537, 2.292], [-0.070, -2.761, -1.162], [-2.473, -2.697, -0.802], [-2.306, -1.932, 0.757], [-2.742, -0.630, -1.649], [-0.960, -0.500, -1.439], [-1.916, 0.209, 1.087], [-4.020, 1.386, 0.905], [-4.012, 1.128, -0.827], [-4.239, -0.250, 0.195], [-2.223, 2.431, -0.891], [-1.528, 2.415, 0.699], [-0.154, 1.298, -1.736], [0.206, 2.808, -0.959], [0.677, -0.017, 0.069], [2.917, 0.637, 0.348], [2.142, 2.272, -2.076], [3.711, 1.597, -1.688]]}

***

{"formula": "C10H30O5", "method": "the ωB97M-V functional and the def2-TZVPD basis", "smiles": "CCO.CCO.CCO.CCO.CCO", "lumo_energy_ha": 0.0203, "gap_ev": 10.559, "e_above_lowest_ev": 0.527, "symbols": ["C", "C", "O", "H", "H", "H", "H", "H", "H", "C", "C", "O", "H", "H", "H", "H", "H", "H", "C", "C", "O", "H", "H", "H", "H", "H", "H", "C", "C", "O", "H", "H", "H", "H", "H", "H", "C", "C", "O", "H", "H", "H", "H", "H", "H"], "xyz": [[-1.127, -4.471, 0.391], [-2.376, -4.072, 1.146], [-3.087, -3.102, 0.362], [-1.403, -4.725, -0.632], [-0.671, -5.354, 0.842], [-0.393, -3.669, 0.430], [-2.082, -3.598, 2.091], [-3.017, -4.921, 1.388], [-4.022, -3.198, 0.560], [3.955, -1.820, 0.842], [4.015, -0.337, 1.072], [3.493, -0.128, 2.406], [4.505, -2.211, -0.010], [2.911, -2.125, 0.766], [4.346, -2.318, 1.734], [3.362, 0.201, 0.375], [5.019, 0.090, 1.023], [3.401, 0.813, 2.578], [2.407, 2.746, -2.244], [1.287, 2.094, -1.477], [1.238, 0.735, -1.931], [2.524, 3.793, -1.959], [2.118, 2.785, -3.296], [3.306, 2.158, -2.090], [0.309, 2.557, -1.646], [1.494, 2.098, -0.398], [0.550, 0.235, -1.477], [-2.830, 3.509, -0.153], [-2.689, 3.544, -1.664], [-3.996, 3.719, -2.245], [-3.318, 4.415, 0.204], [-1.860, 3.421, 0.341], [-3.439, 2.643, 0.105], [-2.267, 2.592, -1.993], [-2.101, 4.392, -2.007], [-4.235, 2.926, -2.727], [-0.090, -0.852, 1.790], [-0.817, -0.087, 0.711], [-0.993, -0.897, -0.460], [0.890, -1.154, 1.422], [-0.669, -1.745, 2.041], [0.076, -0.298, 2.715], [-0.235, 0.772, 0.364], [-1.774, 0.357, 1.006], [-1.716, -1.513, -0.299]]}

***

{"formula": "C15H18F7NO9PS", "method": "the ωB97M-V functional and the def2-TZVPD basis", "lumo_energy_ha": -0.1351, "gap_ev": 7.561, "total_charge": 1, "symbols": ["O", "P", "O", "O", "C", "C", "C", "N", "C", "C", "S", "O", "O", "C", "F", "F", "C", "F", "F", "C", "F", "F", "F", "C", "H", "H", "H", "H", "H", "H", "H", "H", "H", "H", "H", "H", "H", "H", "C", "C", "C", "O", "C", "C", "C", "O", "O", "O", "H", "H", "H", "H"], "xyz": [[1.151, -4.639, -4.301], [1.146, -3.745, -3.154], [1.044, -4.391, -1.701], [-0.086, -2.732, -3.048], [2.598, -2.654, -3.168], [2.658, -1.462, -2.200], [4.099, -0.940, -2.223], [4.349, 0.154, -1.210], [3.904, -0.242, 0.169], [2.399, -0.512, 0.084], [1.868, -0.612, 1.797], [2.669, -1.641, 2.382], [1.824, 0.722, 2.304], [0.117, -1.288, 1.850], [-0.178, -1.259, 3.143], [0.174, -2.552, 1.431], [-0.947, -0.479, 1.049], [-1.433, 0.473, 1.830], [-0.336, 0.104, -0.014], [-2.121, -1.332, 0.505], [-3.015, -0.522, -0.055], [-1.677, -2.188, -0.418], [-2.686, -2.002, 1.504], [2.161, -1.746, -0.777], [1.878, -4.738, -1.365], [-0.520, -2.655, -3.910], [2.569, -2.266, -4.192], [3.498, -3.275, -3.114], [2.020, -0.675, -2.617], [4.328, -0.513, -3.200], [4.824, -1.727, -2.011], [5.344, 0.386, -1.194], [3.857, 1.007, -1.489], [4.162, 0.549, 0.872], [4.439, -1.158, 0.418], [1.904, 0.353, -0.367], [1.106, -2.015, -0.813], [2.701, -2.595, -0.343], [-4.116, 2.620, 1.346], [-4.380, 2.683, 2.659], [-4.702, 3.989, 3.361], [-4.931, 3.912, 4.554], [-4.714, 5.211, 2.588], [-4.445, 5.147, 1.276], [-4.129, 3.841, 0.574], [-3.892, 3.907, -0.620], [-4.425, 6.197, 0.473], [-4.386, 1.635, 3.464], [-3.894, 1.693, 0.840], [-4.941, 6.138, 3.094], [-4.216, 5.856, -0.419], [-4.621, 1.980, 4.351]]}

***

{"formula": "C27H30N9O9ReS", "method": "the ωB97M-V functional and the def2-TZVPD basis", "spin_multiplicity": 2, "lumo_energy_ha": [0.0443, 0.0592], "gap_ev": [5.759, 6.585], "e_above_lowest_ev": 0.062, "total_charge": -1, "symbols": ["Re", "N", "C", "S", "N", "N", "C", "C", "C", "C", "C", "C", "C", "O", "H", "H", "H", "H", "H", "H", "H", "O", "C", "C", "O", "C", "C", "O", "C", "O", "O", "C", "C", "C", "C", "C", "C", "O", "N", "C", "O", "N", "C", "O", "H", "H", "H", "H", "H", "H", "H", "H", "H", "H", "H", "C", "N", "C", "N", "C", "N", "C", "N", "C", "C", "H", "H", "H", "H", "H", "H", "H", "H", "H", "H", "H", "H"], "xyz": [[1.048, -0.032, 0.790], [1.511, 0.404, 5.005], [1.540, 0.629, 3.662], [2.500, -0.477, 2.681], [0.923, 1.667, 3.189], [1.049, 1.748, 1.816], [1.234, 2.918, 1.318], [1.662, 3.130, -0.044], [1.614, 4.426, -0.583], [2.147, 4.708, -1.818], [2.790, 3.692, -2.532], [2.878, 2.420, -2.020], [2.300, 2.105, -0.780], [2.384, 0.853, -0.351], [1.609, -0.563, 5.267], [0.755, 0.882, 5.475], [1.162, 3.763, 1.996], [1.127, 5.202, -0.004], [2.077, 5.704, -2.231], [3.220, 3.908, -3.502], [3.354, 1.619, -2.568], [-4.228, -2.895, 3.583], [-3.407, -2.479, 2.803], [-2.120, -1.747, 3.130], [-1.718, -1.465, 4.249], [-1.499, -1.480, 1.859], [-2.210, -1.996, 0.734], [-1.883, -1.969, -0.458], [-3.463, -2.622, 1.286], [-4.354, -3.143, 0.658], [-0.338, -0.861, 1.803], [-4.354, 0.273, -0.164], [-3.513, 0.806, -1.317], [-2.577, 1.998, -0.938], [-3.338, 3.109, -0.214], [-2.476, 4.314, 0.138], [-2.036, 2.499, -2.251], [-2.545, 3.370, -2.925], [-0.937, 1.813, -2.682], [-0.145, 0.924, -1.944], [0.752, 0.367, -2.544], [-0.366, 0.817, -0.595], [-1.484, 1.422, -0.038], [-1.662, 1.425, 1.164], [-4.817, -0.671, -0.451], [-5.144, 0.969, 0.115], [-3.743, 0.088, 0.721], [-4.166, 1.154, -2.123], [-2.899, -0.005, -1.718], [-3.756, 2.690, 0.699], [-4.165, 3.415, -0.858], [-1.676, 4.023, 0.821], [-3.075, 5.075, 0.640], [-2.039, 4.766, -0.754], [-0.590, 2.011, -3.609], [1.182, -3.130, 0.747], [1.660, -2.023, -0.156], [1.175, -2.364, -1.541], [1.624, -3.678, -1.971], [1.144, -4.684, -1.030], [1.651, -4.432, 0.319], [3.108, -4.422, 0.283], [3.623, -3.411, -0.641], [3.154, -2.108, -0.206], [3.079, -3.692, -1.972], [0.096, -3.114, 0.729], [1.535, -2.920, 1.758], [1.560, -1.606, -2.212], [0.087, -2.314, -1.520], [1.477, -5.673, -1.356], [0.053, -4.660, -1.010], [3.464, -5.405, -0.034], [3.489, -4.213, 1.286], [3.500, -1.332, -0.889], [3.550, -1.908, 0.791], [3.434, -4.674, -2.296], [3.443, -2.935, -2.670]]}

***

{"formula": "C5H10O3Sc", "method": "the ωB97M-V functional and the def2-TZVPD basis", "lumo_energy_ha": [-0.1854, -0.1854], "gap_ev": [6.059, 6.067], "e_above_lowest_ev": 6.008, "total_charge": 1, "symbols": ["C", "O", "C", "C", "H", "H", "H", "H", "H", "H", "H", "O", "C", "C", "O", "Sc", "H", "H", "H"], "xyz": [[-2.679, -1.227, -0.007], [-1.487, -0.541, -0.335], [-1.432, 0.854, 0.052], [-0.154, 1.476, -0.486], [-2.543, -2.262, -0.340], [-2.857, -1.212, 1.079], [-3.521, -0.740, -0.521], [-1.593, 0.951, 1.137], [-2.321, 1.312, -0.413], [-0.615, 2.470, -0.633], [0.687, 2.084, -0.870], [1.489, -1.624, 0.773], [2.498, -0.859, 0.970], [2.796, 0.148, -0.027], [2.369, -0.324, -1.247], [0.479, -0.947, -0.953], [3.289, -1.175, 1.670], [3.875, 0.400, -0.010], [1.719, 1.215, 0.158]]}